Molecular formula: C20H28BCl2F4N3O2Pd
Method: DFT, ωB97M-V with the def2-TZVPD basis set

The net charge is +2. The value obtained for the energy above the lowest of the compared OMol25 structures with the same formula, charge and spin is 1.3 kcal per mole. Its largest force on an atom is 1.00 eV Å⁻¹. For the gap between HOMO and LUMO (spin up / spin down), the calculation gives 8.069 / 5.964 eV. As for the lowest unoccupied orbital energy (spin up / spin down): -6.2 / -8.5 eV. Its spin multiplicity is 5.

Each line ends with the Löwdin spin population.
Geometry (Å):
1 Pd 0.014 0.654 -0.263  1.338
2 Cl 5.720 5.500 -1.801  0.115
3 C 4.668 4.212 -1.488  0.203
4 C 5.192 2.930 -1.263  -0.039
5 C 4.355 1.880 -1.011  0.161
6 Cl 4.978 0.321 -0.758  0.067
7 C 2.901 2.052 -0.963  0.090
8 O 2.175 1.070 -0.757  0.289
9 C 2.408 3.403 -1.189  0.086
10 C 0.983 3.700 -1.158  0.017
11 O 0.076 2.923 -0.911  0.081
12 C 3.280 4.431 -1.454  0.072
13 H 6.263 2.784 -1.301  -0.004
14 H 0.725 4.746 -1.387  0.002
15 H 2.895 5.426 -1.646  0.000
16 C 1.463 -3.454 2.857  0.000
17 N 0.978 -2.724 1.658  0.000
18 C 2.106 -2.048 0.973  0.005
19 C -0.196 -1.824 1.976  0.019
20 C 0.109 -0.497 2.627  0.052
21 C 0.261 -0.415 4.011  0.015
22 C 0.413 0.812 4.638  -0.007
23 C 0.387 1.978 3.892  0.016
24 C 0.221 1.914 2.512  0.049
25 C 0.093 0.689 1.883  0.314
26 H 2.209 -4.187 2.559  0.000
27 H 0.638 -3.967 3.345  0.000
28 H 1.915 -2.747 3.549  0.000
29 H 0.619 -3.415 0.989  0.000
30 H 2.585 -1.347 1.652  0.000
31 H 1.750 -1.532 0.090  0.003
32 H 2.828 -2.798 0.657  0.000
33 H -0.862 -2.414 2.605  0.000
34 H -0.713 -1.642 1.043  0.011
35 H 0.218 -1.319 4.607  0.003
36 H 0.517 0.857 5.714  0.000
37 H 0.485 2.941 4.374  0.002
38 H 0.198 2.840 1.948  0.008
39 C -3.996 0.109 -0.557  0.012
40 C -3.796 -0.712 -1.832  0.042
41 C -3.850 -2.219 -1.566  0.013
42 C -4.886 -0.351 -2.869  0.041
43 N -2.502 -0.411 -2.444  0.538
44 N -1.772 0.666 -2.133  0.295
45 H -4.837 -0.301 -0.003  0.001
46 H -4.232 1.153 -0.771  0.000
47 H -3.114 0.064 0.090  0.007
48 H -4.832 -2.482 -1.177  0.002
49 H -3.092 -2.519 -0.848  0.000
50 H -3.693 -2.781 -2.489  0.000
51 H -5.857 -0.506 -2.401  0.005
52 H -4.820 -0.994 -3.745  0.000
53 H -4.811 0.690 -3.185  0.000
54 H -1.991 -1.175 -2.904  0.009
55 H -2.358 1.467 -1.909  0.013
56 H -1.092 0.865 -2.862  0.012
57 F 1.390 -3.101 -1.852  0.000
58 B 0.144 -2.535 -1.876  0.003
59 F 0.327 -1.047 -1.786  0.035
60 F -0.631 -2.725 -2.992  0.001
61 F -0.557 -2.889 -0.698  0.002